1.
Below is a single C4H8N4 molecule in a non-equilibrium geometry, with properties calculated with ωB97M-V/def2-TZVPD.

Summary:
HOMO energy (alpha / beta) = -7.396 / -6.847 eV
DFT total energy = -10233.85425 eV
HOMO-LUMO gap (alpha / beta) = 8.3 / 7.5 eV
LUMO energy (alpha / beta) = 0.857 / 0.632 eV
Charge = 0
Spin multiplicity = 1

Each line ends with the natural charge from an NBO analysis.
Element x y z (Å)
C (-0.680, -0.116, 0.319)  0.182
C (-1.718, -1.128, -0.006)  -0.655
C (-0.846, 0.839, 1.447)  -0.662
N (2.426, 1.063, -0.944)  -0.661
N (0.428, 0.075, -0.421)  -0.227
N (1.371, 0.918, -0.055)  -0.167
C (0.691, -0.911, -1.315)  0.398
N (1.023, -1.625, -2.156)  -0.307
H (2.756, 0.195, -1.377)  0.349
H (3.175, 1.520, -0.429)  0.377
H (-1.588, -1.552, -1.007)  0.233
H (-2.698, -0.654, 0.035)  0.227
H (-1.713, -1.944, 0.718)  0.223
H (-1.766, 0.643, 2.007)  0.220
H (0.023, 0.805, 2.128)  0.235
H (-0.884, 1.873, 1.055)  0.235


2.
Below is a single C5H11N molecule in a non-equilibrium geometry, with properties calculated with ωB97M-V/def2-TZVPD.

Summary:
HOMO energy = -8.814 eV
DFT total energy = -6852.12202 eV
HOMO-LUMO gap = 9.9 eV
LUMO energy = 1.069 eV
Charge = 0
Spin multiplicity = 1

Each line ends with the natural charge from an NBO analysis.
Element x y z (Å)
C (0.383, -1.997, 0.396)  -0.425
N (0.761, -0.776, -0.333)  -0.410
C (1.284, 0.322, 0.475)  -0.252
C (-0.009, 0.479, -0.179)  0.053
C (-0.085, 1.293, -1.418)  -0.596
C (-1.282, 0.535, 0.590)  -0.623
H (-0.562, -2.395, -0.062)  0.199
H (1.206, -2.760, 0.336)  0.207
H (0.156, -1.917, 1.457)  0.169
H (1.360, 0.136, 1.555)  0.193
H (2.112, 0.888, 0.020)  0.195
H (-0.260, 2.328, -1.081)  0.206
H (0.861, 1.266, -2.006)  0.222
H (-0.923, 0.934, -2.087)  0.213
H (-1.348, -0.115, 1.491)  0.218
H (-2.159, 0.187, -0.038)  0.210
H (-1.495, 1.592, 0.884)  0.220


3.
Below is a 5-piece molecular cluster, C39H43BCl2NO3 overall in a non-equilibrium geometry, with properties calculated with ωB97M-V/def2-TZVPD.

Summary:
HOMO energy = -11.026 eV
DFT total energy = -74493.12463 eV
HOMO-LUMO gap = 6.9 eV
LUMO energy = -4.130 eV
Charge = +1
Spin multiplicity = 1

Each line ends with the Löwdin charge.
Element x y z (Å)
C (2.895, -0.378, 2.392)  -0.064
C (3.619, -0.225, 1.046)  -0.240
C (2.822, -0.735, -0.153)  -0.562
Cl (2.899, -2.520, -0.192)  0.750
C (1.405, -0.231, -0.245)  -0.147
N (0.363, -1.094, -0.078)  0.196
C (-0.919, -0.771, -0.213)  -0.156
C (-1.924, -1.875, -0.035)  -0.594
Cl (-2.826, -1.640, 1.477)  0.735
C (-2.758, -2.125, -1.315)  -0.230
C (-4.247, -2.364, -1.060)  -0.120
C (-1.261, 0.556, -0.526)  -0.077
C (-2.587, 1.020, -0.647)  0.001
C (-2.904, 2.300, -0.986)  -0.016
C (-1.852, 3.221, -1.229)  -0.002
C (-0.566, 2.796, -1.081)  0.014
C (-0.220, 1.482, -0.721)  -0.046
C (1.119, 1.066, -0.554)  -0.139
O (2.122, 1.954, -0.775)  0.193
B (2.357, 2.943, 0.191)  -0.807
O (1.794, 2.834, 1.457)  0.187
O (3.159, 3.962, -0.158)  0.249
H (1.841, -0.142, 2.341)  0.072
H (3.404, 0.247, 3.117)  0.067
H (3.058, -1.397, 2.730)  0.076
H (4.500, -0.856, 1.108)  0.104
H (4.004, 0.775, 0.880)  0.111
H (3.319, -0.397, -1.057)  0.122
H (0.560, -2.070, 0.131)  0.104
H (-1.339, -2.783, 0.099)  0.087
H (-2.678, -1.301, -2.017)  0.108
H (-2.392, -3.007, -1.828)  0.109
H (-4.748, -1.494, -0.651)  0.058
H (-4.735, -2.617, -1.996)  0.084
H (-4.381, -3.214, -0.398)  0.075
H (-3.392, 0.327, -0.467)  0.095
H (-3.943, 2.562, -1.081)  0.110
H (-2.069, 4.227, -1.543)  0.118
H (0.233, 3.499, -1.267)  0.131
H (0.913, 3.218, 1.493)  0.120
H (3.244, 4.563, 0.590)  0.130
C (-4.703, 6.905, -4.273)  -0.088
C (-5.829, 7.198, -3.516)  -0.085
C (-6.368, 6.239, -2.669)  -0.089
C (-5.777, 4.988, -2.574)  -0.101
C (-4.648, 4.696, -3.328)  -0.119
C (-4.112, 5.652, -4.180)  -0.097
H (-4.286, 7.652, -4.935)  0.104
H (-6.289, 8.175, -3.588)  0.105
H (-7.250, 6.467, -2.086)  0.104
H (-6.198, 4.241, -1.913)  0.097
H (-4.183, 3.720, -3.258)  0.083
H (-3.236, 5.422, -4.773)  0.101
C (0.612, -4.797, 1.438)  -0.119
C (-0.384, -4.542, 2.371)  -0.107
C (-0.944, -5.588, 3.092)  -0.083
C (-0.500, -6.886, 2.884)  -0.080
C (0.500, -7.139, 1.954)  -0.081
C (1.055, -6.096, 1.228)  -0.086
H (1.053, -3.985, 0.870)  0.014
H (-0.723, -3.529, 2.545)  0.074
H (-1.722, -5.390, 3.817)  0.106
H (-0.932, -7.701, 3.449)  0.107
H (0.846, -8.152, 1.796)  0.107
H (1.831, -6.295, 0.500)  0.105
C (0.759, -2.602, -3.636)  -0.112
C (0.822, -1.893, -4.827)  -0.094
C (0.349, -2.466, -5.999)  -0.086
C (-0.194, -3.743, -5.978)  -0.082
C (-0.260, -4.451, -4.786)  -0.087
C (0.220, -3.882, -3.615)  -0.105
H (1.134, -2.157, -2.721)  0.065
H (1.242, -0.895, -4.844)  0.100
H (0.403, -1.917, -6.930)  0.105
H (-0.565, -4.188, -6.892)  0.106
H (-0.683, -5.447, -4.770)  0.105
H (0.176, -4.437, -2.685)  0.097
C (4.658, 1.973, 7.641)  -0.091
C (3.720, 2.118, 6.629)  -0.097
C (4.136, 2.357, 5.326)  -0.113
C (5.491, 2.443, 5.034)  -0.104
C (6.429, 2.296, 6.046)  -0.093
C (6.013, 2.064, 7.350)  -0.089
H (4.335, 1.790, 8.657)  0.103
H (2.664, 2.045, 6.856)  0.100
H (3.403, 2.476, 4.537)  0.088
H (5.817, 2.627, 4.018)  0.096
H (7.485, 2.363, 5.819)  0.102
H (6.744, 1.954, 8.139)  0.104